[1]
The following is a DFT calculation (ωB97M-V with the def2-TZVPD basis set) of a structure of composition C15H12BrO8Pd.

ORCA input file:
```
! RIJCOSX wB97M-V def2-TZVPD def2/J DEFGRID3
* xyz -1 1
Pd -0.5063 1.6469 -0.8263
O -1.6488 1.4565 3.0812
C -1.5449 1.1563 1.9067
O -0.5547 1.5552 1.1587
C -2.5597 0.1781 1.3004
C -1.8562 -0.9792 0.5651
C -2.8241 -2.1502 0.3694
C -3.7497 -1.6077 -0.7512
C -3.1467 -0.2195 -0.9880
O -1.7504 -0.4619 -0.7757
C -3.5077 0.7180 0.1793
C -3.3861 2.1882 -0.2246
O -4.3614 2.9092 -0.1123
O -2.2656 2.6136 -0.7312
H -3.1446 -0.1814 2.1443
H -0.8584 -1.2198 0.9164
H -2.2828 -3.0367 0.0423
H -3.3591 -2.3920 1.2877
H -3.6798 -2.2135 -1.6537
H -4.7970 -1.5505 -0.4554
H -3.2829 0.2060 -1.9793
H -4.5471 0.5893 0.4724
Br 6.7527 2.3829 -0.6474
C 5.5964 0.9046 -0.3315
C 6.1505 -0.3098 0.0370
C 5.3041 -1.3859 0.2657
C 3.9329 -1.2404 0.1249
C 3.3945 -0.0154 -0.2449
C 4.2313 1.0706 -0.4749
C 1.8908 0.1105 -0.3914
O 1.1813 -0.8653 -0.1966
O 1.5069 1.2912 -0.7325
H 7.2218 -0.4099 0.1433
H 5.7236 -2.3409 0.5561
H 3.2535 -2.0638 0.2975
H 3.8028 2.0204 -0.7593
O -0.3290 1.6465 -2.5722
*
```

HOMO level (alpha / beta): -6.52 / -6.52 eV
HOMO-LUMO gap (alpha / beta): 6.373 / 6.376 eV
E_LUMO (alpha / beta): -0.1 / -0.1 eV
Relative energy (zero: lowest compared OMol25 entry of this formula, charge and spin): 4.0 kcal/mol

=====

[2]
The following is a DFT calculation (ωB97M-V with the def2-TZVPD basis set) of a structure of composition C13H27N6NbO2PS2 in a non-equilibrium geometry.

ORCA input file:
```
! RIJCOSX wB97M-V def2-TZVPD def2/J DEFGRID3
* xyz -1 1
O 3.0650 -1.1757 -1.1828
N 2.2871 -0.4210 -1.6092
O 1.9323 0.6356 -0.7380
Nb 3.1287 2.2418 -0.8550
C 1.9435 3.1058 -2.5930
C 0.4157 2.9782 -2.4277
C -0.2258 3.8717 -1.3611
S -0.8817 3.0385 0.1062
P 4.6514 4.3269 -1.1588
S 5.2110 5.0371 0.6197
H 4.2437 1.5167 -2.0883
H 4.3895 1.6515 0.3475
H 2.2386 3.1692 0.5026
H 2.1633 4.1732 -2.6813
H 2.2291 2.6691 -3.5515
H 0.1133 1.9450 -2.2564
H -0.0167 3.2697 -3.3896
H -1.1049 4.3675 -1.7678
H 0.4581 4.6621 -1.0587
H 0.2887 3.0158 0.7516
H 5.7540 4.0956 -1.9908
H 3.9942 5.3440 -1.8712
C -0.9720 -1.4542 -1.4523
C -2.3035 -0.9220 -1.2141
N -3.3473 -0.4812 -1.0255
H -0.7407 -2.2571 -0.7545
H -0.8991 -1.8583 -2.4608
H -0.2225 -0.6743 -1.3347
C -4.6980 -1.1908 2.1553
C -4.5952 -1.5851 3.5505
N -4.4664 -1.8993 4.6481
H -4.4757 -0.1324 2.0307
H -3.9869 -1.7488 1.5472
H -5.6998 -1.3849 1.7836
C -7.6833 -4.8041 4.1408
C -7.5483 -3.5703 3.3818
N -7.4398 -2.5816 2.8116
H -8.7052 -4.9076 4.4997
H -7.4370 -5.6566 3.5112
H -7.0036 -4.7788 4.9907
C -1.1363 -2.5641 3.2072
C -0.5332 -3.2312 2.0648
N -0.0877 -3.7574 1.1473
H -0.9025 -1.5007 3.1973
H -2.2166 -2.6831 3.1736
H -0.7700 -2.9860 4.1407
C 6.9711 -1.2572 -3.0297
C 6.8744 0.1153 -2.5537
N 6.7979 1.1852 -2.1486
H 7.4289 -1.2807 -4.0168
H 7.5764 -1.8443 -2.3417
H 5.9755 -1.6950 -3.0857
*
```

HOMO level: -4.06 eV
HOMO-LUMO gap: 5.942 eV
E_LUMO: 1.9 eV

=====

[3]
The following is a DFT calculation (ωB97M-V with the def2-TZVPD basis set) of a structure of composition C10H23Br2ClFLiMg2N3O9P2 in a non-equilibrium geometry.

ORCA input file:
```
! RIJCOSX wB97M-V def2-TZVPD def2/J DEFGRID3
* xyz -1 1
N -3.2355 1.1963 -3.1280
C -3.9114 2.3168 -3.6338
O -5.1338 2.3340 -3.7986
C -3.0550 3.5312 -3.9855
C -3.3558 4.7845 -3.1004
P -3.9541 4.5252 -1.3661
H -3.5066 0.3561 -3.6381
H -3.4266 1.0342 -2.1328
H -2.0182 3.2087 -3.8308
H -3.2062 3.7868 -5.0467
H -2.3986 5.3201 -2.9931
H -4.0664 5.4566 -3.6111
H -3.2123 3.4044 -0.9661
H -5.2839 4.0494 -1.5747
Cl -2.9320 2.7341 1.1847
C 3.9006 3.3622 -3.1550
C 3.2868 2.6614 -1.9500
C 1.7542 2.6701 -1.9691
C 1.1973 4.0257 -1.9692
N 0.7409 5.0885 -1.9759
H 3.6249 4.4179 -3.1816
H 4.9886 3.3045 -3.1217
H 3.5699 2.9011 -4.0884
H 3.6340 3.1340 -1.0296
H 3.6146 1.6217 -1.9173
H 1.3532 2.1358 -1.1048
H 1.3798 2.1642 -2.8625
Li -6.1020 3.8843 -3.5017
Br 0.0999 1.1041 2.6340
C -0.8651 -0.5384 2.1296
C -0.2670 -1.1739 0.9129
Br -0.7842 -0.3046 -0.7607
H -1.9166 -0.2811 2.0431
H -0.7338 -1.2070 2.9755
H -0.6374 -2.1919 0.8187
H 0.8172 -1.1782 0.9406
Mg -1.8554 3.6931 3.0361
C 2.2222 -4.4553 1.6407
O 1.8292 -3.1683 2.1494
H 2.9484 -4.2639 0.8518
H 2.7113 -5.0840 2.4123
H 1.3697 -5.0017 1.2335
H 1.1989 -3.3378 2.8568
F 3.1798 -6.7515 2.7984
N -3.4756 -2.3477 1.8448
O -3.7213 -1.7589 2.9206
O -4.2063 -2.1686 0.8500
O -2.4758 -3.0975 1.7649
O 5.8773 -7.7885 6.9352
P 4.8345 -7.6689 5.7554
O 5.1873 -6.4739 4.8830
O 3.4663 -7.4584 6.3700
O 4.8781 -8.8985 4.8825
Mg 5.7598 -7.4388 8.6730
*
```

HOMO level: -2.87 eV
HOMO-LUMO gap: 0.975 eV
E_LUMO: -1.9 eV

=====

Which formula does entry 2 have?
C13H27N6NbO2PS2